# C14H30BGeHgN3S2Si3

A molecular structure, C14H30BGeHgN3S2Si3 (ωB97M-V/def2-TZVPD, the Open Molecules 2025 dataset).

Values from the calculation:
**Total charge**: -2
**Multiplicity**: 1
**Energy relative to the best compared isomer or geometry (same formula, charge and spin)**: 37.2 kJ/mol
**LUMO energy**: 4.46 eV

Each line ends with the Löwdin charge.
CARTESIAN COORDINATES (ANGSTROEM)
Hg1 -0.49805 -2.39114 -0.58700  0.44
S1 0.78237 -3.45045 1.38870  0.48
C1 2.36105 -3.20089 0.70960  -0.80
C2 3.40396 -3.33379 1.63195  -0.36
N1 4.24207 -3.44190 2.41789  0.13
C3 2.69976 -2.90008 -0.59183  -0.79
S2 1.67228 -2.65688 -1.96786  0.49
C4 4.04861 -2.69769 -0.89826  -0.36
N2 5.14259 -2.49305 -1.20145  0.13
B1 -2.41423 -6.73930 -1.99991  -0.47
C5 -1.99632 -5.29990 -1.58251  -0.26
N3 -1.71658 -4.20790 -1.31010  0.00
H1 -1.68347 -7.51847 -1.43663  -0.01
H2 -2.30261 -6.79398 -3.20428  -0.02
H3 -3.57314 -6.90590 -1.67095  -0.02
C6 2.00827 0.88291 -2.70285  -0.24
Si1 0.45656 1.63011 -1.87254  0.31
C7 0.92676 3.45413 -1.47090  -0.23
C8 -0.88351 1.81515 -3.24207  -0.24
Ge1 -0.40647 0.32356 -0.02504  0.49
Si2 1.13838 0.77714 1.79430  0.33
C9 0.98041 -0.34389 3.34059  -0.23
C10 0.90061 2.55401 2.49787  -0.24
C11 2.98010 0.67448 1.27040  -0.21
Si3 -2.38638 1.53093 0.64814  0.31
C12 -2.37440 3.43799 0.94367  -0.23
C13 -3.82458 1.30156 -0.60570  -0.24
C14 -2.98993 0.78817 2.31264  -0.24
H4 2.29483 1.39405 -3.62005  0.02
H5 1.83690 -0.16179 -2.94501  -0.05
H6 2.86106 0.90674 -2.02985  0.01
H7 1.23639 3.99433 -2.36164  0.01
H8 1.74057 3.50607 -0.75565  0.00
H9 0.08337 3.98435 -1.04210  0.00
H10 -0.47766 2.20658 -4.17116  0.01
H11 -1.67525 2.48601 -2.92078  0.00
H12 -1.33829 0.85365 -3.46013  0.02
H13 0.09693 -0.10881 3.92803  0.01
H14 1.84867 -0.24604 3.99019  0.02
H15 0.91142 -1.38927 3.05363  -0.05
H16 -0.08175 2.66632 2.94478  -0.01
H17 0.99072 3.30223 1.71730  0.00
H18 1.63666 2.77962 3.26451  0.02
H19 3.26200 -0.36156 1.10268  0.01
H20 3.65322 1.07657 2.02595  0.02
H21 3.15555 1.21191 0.34230  0.00
H22 -2.12566 3.97528 0.03394  0.00
H23 -1.64038 3.71721 1.69029  -0.01
H24 -3.34091 3.80289 1.28380  0.01
H25 -3.62858 1.85255 -1.51992  0.00
H26 -4.78595 1.63485 -0.22312  0.01
H27 -3.92070 0.25527 -0.87663  0.01
H28 -2.31393 1.06508 3.11657  0.00
H29 -2.98066 -0.29613 2.24749  0.02
H30 -3.99265 1.09712 2.59866  0.01

---

# C14H30BN3O8

2 unconnected molecules or ions with the total composition C14H30BN3O8 (ωB97M-V/def2-TZVPD, the Open Molecules 2025 dataset).

Values from the calculation:
**Multiplicity**: 1
**Energy relative to the best compared isomer or geometry (same formula, charge and spin)**: 700.3 kJ/mol
**SMILES string**: CCOB(O)OC(=O)N(CCCCO)N=C=O.COCCNCCOC
**LUMO energy**: -0.88 eV

Each line ends with the Löwdin charge.
CARTESIAN COORDINATES (ANGSTROEM)
C1 -4.47983 1.37744 -6.18667  -0.10
C2 -3.30294 1.13155 -5.04456  -0.22
O1 -2.61222 2.44536 -4.82204  -0.04
B1 -2.12217 2.39150 -3.39913  -0.50
O2 -2.71461 3.36301 -2.46050  0.08
O3 -1.14017 1.33817 -3.08470  0.12
C3 -0.16499 1.79484 -2.04929  -0.19
O4 1.09836 1.98895 -2.52118  0.04
N1 -0.47600 1.98276 -0.58185  -0.14
C4 0.25610 3.15338 0.03560  -0.17
C5 -0.43499 4.61847 -0.20045  -0.16
C6 0.47609 5.54452 -1.24988  -0.17
C7 -0.41215 6.19247 -2.46926  -0.24
O5 0.19803 5.83403 -3.76656  -0.14
N2 -0.12123 0.88905 0.19346  0.08
C8 -0.37407 -0.30507 -0.43170  0.01
O6 -0.61978 -1.50308 -1.02965  0.01
H1 -4.53434 0.48866 -6.98004  0.09
H2 -5.56563 1.45720 -5.73080  0.08
H3 -4.19564 2.37909 -6.73257  0.09
H4 -3.84298 0.74627 -4.07307  0.13
H5 -2.56442 0.32196 -5.51798  0.14
H6 -3.26054 2.86340 -1.78240  0.14
H7 1.38565 3.24634 -0.25458  0.13
H8 0.24092 2.96435 1.21450  0.14
H9 -1.57316 4.60198 -0.46924  0.10
H10 -0.35699 5.19427 0.84263  0.12
H11 1.43257 4.93845 -1.62767  0.12
H12 0.93175 6.46799 -0.64599  0.11
H13 -0.33047 7.38009 -2.38735  0.13
H14 -1.53879 5.85799 -2.35883  0.11
H15 0.21661 4.82688 -3.85676  0.10
C9 0.42787 -3.97974 0.76467  -0.11
O7 -0.02063 -4.44416 2.03036  -0.20
C10 0.58408 -5.68393 2.42132  -0.20
C11 1.52362 -5.46985 3.61843  -0.21
N3 2.72310 -4.72258 3.22538  -0.06
C12 3.52547 -4.25913 4.36312  -0.20
C13 2.87336 -3.23723 5.31664  -0.22
O8 2.63657 -1.95967 4.72313  -0.18
C14 1.41250 -1.86044 4.00838  -0.10
H16 -0.18434 -3.11975 0.48043  0.05
H17 1.46853 -3.65317 0.81876  0.08
H18 0.31595 -4.75455 -0.00109  0.09
H19 1.10068 -6.17465 1.58553  0.12
H20 -0.23203 -6.34402 2.73457  0.12
H21 1.82213 -6.44389 4.02128  0.12
H22 0.96115 -4.93520 4.38957  0.10
H23 2.44442 -3.91020 2.68144  0.07
H24 4.42586 -3.79802 3.94028  0.12
H25 3.86070 -5.12927 4.93996  0.12
H26 3.58643 -3.05606 6.12939  0.12
H27 1.96749 -3.62260 5.79632  0.11
H28 0.62548 -2.49011 4.43255  0.09
H29 1.57422 -2.10407 2.95776  0.07
H30 1.07944 -0.81996 4.05031  0.09

---

# C14H30BNO10P3S

4 unconnected molecules or ions with the total composition C14H30BNO10P3S (ωB97M-V/def2-TZVPD, the Open Molecules 2025 dataset).

Values from the calculation:
**Total charge**: +1
**Multiplicity**: 1
**LUMO energy**: -3.27 eV

Each line ends with the Löwdin charge.
CARTESIAN COORDINATES (ANGSTROEM)
C1 1.77363 2.54353 -0.26022  -0.09
C2 1.56232 3.00426 -1.72104  -0.19
B1 1.77997 1.85260 -2.71237  -0.70
O1 2.85863 1.63132 -3.47348  0.16
S1 0.41815 0.44173 -2.88870  0.64
P1 -1.24018 1.13111 -1.74344  0.69
P2 -2.76754 -0.17310 -2.66364  0.21
O2 -2.30738 -1.51953 -2.98899  -0.30
O3 -3.32338 0.64855 -3.89061  -0.13
O4 -3.92094 -0.04528 -1.56869  -0.14
P3 1.27297 -1.30306 -1.84305  0.54
N1 0.69557 -2.67003 -2.19472  -0.26
H1 1.25096 3.22004 0.41281  0.07
H2 2.83085 2.53692 -0.00292  0.08
H3 1.40003 1.53179 -0.06672  0.04
H4 0.57119 3.45737 -1.81709  0.08
H5 2.29013 3.77812 -1.97944  0.12
H6 2.77141 1.04032 -4.23173  0.12
H7 -1.05269 0.40816 -0.54510  -0.09
H8 -3.37398 1.60808 -3.78769  0.09
H9 -3.59378 -0.21991 -0.67019  0.06
H10 2.61102 -1.09017 -2.20352  0.00
H11 1.19033 -0.88625 -0.50597  0.00
H12 -0.08627 -2.77412 -2.82902  -0.01
O5 3.55216 -0.04503 0.23826  0.08
C3 4.29927 -0.97846 0.38635  -0.49
O6 5.45426 -0.90334 1.05224  0.05
C4 6.17987 -2.15338 0.94172  -0.12
C5 5.11802 -3.20697 0.62041  -0.13
C6 4.10844 -2.37239 -0.16041  -0.11
H13 6.91278 -2.04158 0.14185  0.13
H14 6.70049 -2.32020 1.87954  0.13
H15 5.51003 -4.06603 0.08326  0.12
H16 4.66437 -3.56256 1.54578  0.12
H17 4.35327 -2.34468 -1.22534  0.13
H18 3.07274 -2.68042 -0.02837  0.11
O7 -1.88876 -0.35759 1.48982  0.07
C7 -2.16545 -1.53137 1.41406  -0.49
O8 -2.07518 -2.16752 0.23880  -0.01
C8 -2.53247 -3.53869 0.35967  -0.12
C9 -2.39678 -3.85074 1.84700  -0.13
C10 -2.63773 -2.48147 2.48815  -0.06
H19 -3.56433 -3.57678 0.00952  0.13
H20 -1.91498 -4.15394 -0.28694  0.13
H21 -3.08220 -4.62649 2.17747  0.12
H22 -1.38047 -4.18117 2.06243  0.12
H23 -3.69658 -2.28406 2.66945  0.14
H24 -2.08891 -2.31284 3.41052  0.13
O9 -1.31920 4.20962 -0.14922  0.08
C11 -2.02656 4.04981 0.80886  -0.49
O10 -2.78543 5.03246 1.31798  0.04
C12 -3.45476 4.58121 2.51501  -0.13
C13 -3.49292 3.05908 2.39559  -0.14
C14 -2.20757 2.78310 1.61977  -0.09
H25 -2.87427 4.91725 3.37549  0.13
H26 -4.43475 5.04831 2.54459  0.13
H27 -3.55410 2.55491 3.35659  0.12
H28 -4.35808 2.76268 1.80050  0.12
H29 -1.34298 2.66137 2.27522  0.14
H30 -2.26228 1.92542 0.95995  0.06

---

# C14H30BeNO3P2

A molecular structure, C14H30BeNO3P2 (ωB97M-V/def2-TZVPD, the Open Molecules 2025 dataset).

Values from the calculation:
**Total charge**: +1
**Multiplicity**: 1
**Energy relative to the best compared isomer or geometry (same formula, charge and spin)**: 0.0 kJ/mol
**LUMO energy**: -3.01 eV

Each line ends with the Löwdin charge.
CARTESIAN COORDINATES (ANGSTROEM)
Be1 0.00000 0.00000 0.00000  0.15
P1 2.04380 -1.02070 0.26510  0.98
C1 2.34850 -1.48530 -1.54320  -0.25
C2 1.04930 -1.78810 -2.27880  -0.28
N1 -0.08110 -1.22850 -1.77050  0.09
C3 -1.25930 -1.44790 -2.41110  -0.29
C4 -1.34740 -2.22610 -3.56870  0.00
C5 -0.17800 -2.78880 -4.08740  -0.02
C6 1.03950 -2.56820 -3.43810  0.00
C7 -2.50020 -0.83910 -1.77160  -0.24
P2 -2.07710 0.66290 -0.70060  0.98
H1 1.95520 -2.98820 -3.82760  0.12
H2 -2.29780 -2.39290 -4.05350  0.12
H3 -0.21450 -3.39060 -4.98370  0.12
H4 -3.23110 -0.55810 -2.52990  0.09
H5 -2.95900 -1.59890 -1.13890  0.10
H6 2.81190 -0.65990 -2.02430  0.08
H7 3.03830 -2.32700 -1.59840  0.10
H8 1.76510 3.81660 -2.39690  0.08
O1 2.60510 3.68860 -2.99500  -0.13
H9 2.35930 4.02370 -3.90150  0.05
H10 -1.55030 4.86610 -0.34470  0.04
O2 -1.16520 5.66970 -0.82440  -0.12
H11 -1.61360 6.46960 -0.41730  0.07
C8 -2.29840 2.05440 -1.95010  -0.23
H12 -3.28130 1.99920 -2.41790  0.05
H13 -2.20280 3.02130 -1.45600  0.02
H14 -1.53870 1.98090 -2.72910  0.04
C9 -3.63870 0.82790 0.33780  -0.21
H15 -3.59670 1.74110 0.93220  0.04
H16 -4.52120 0.86730 -0.30070  0.05
H17 -3.73440 -0.02390 1.01130  0.04
C10 2.11190 -2.70360 1.10310  -0.20
H18 3.03410 -3.22330 0.84370  0.05
H19 2.07120 -2.58360 2.18590  0.05
H20 1.26550 -3.31250 0.78500  0.05
C11 3.69880 -0.25050 0.72100  -0.23
H21 3.72560 -0.01950 1.78580  0.04
H22 4.51500 -0.93450 0.48840  0.05
H23 3.84840 0.67060 0.15650  0.04
C12 0.04230 1.45100 2.17620  -0.09
C13 -0.30330 -0.00070 2.52650  -0.59
C14 -1.46540 -0.03700 3.51810  -0.06
O3 -0.65750 -0.74180 1.38540  -0.35
H24 -0.82250 1.95850 1.70000  0.06
H25 0.91040 1.49140 1.48650  0.05
H26 0.31930 2.00800 3.09630  0.10
H27 0.58370 -0.47450 2.99890  0.13
H28 -2.36990 0.43140 3.07550  0.07
H29 -1.70230 -1.08940 3.78300  0.09
H30 -1.19730 0.50820 4.44790  0.09

---

Record-wise maximum force values, in eV Å⁻¹: 1.49, 11.06, 0.89, 3.67
Record-wise E_HOMO values, in eV: -1.6848, -8.6807, -12.4126, -11.4022
Record-wise orbital gap values, in eV: 6.14, 7.80, 9.14, 8.39